(1)
{
  "formula": "C4H10ClNO2S",
  "method": "ωB97M-V/def2-TZVPD",
  "charge": 0,
  "orbital_gap_ev": 10.9,
  "spin_multiplicity": 1,
  "total_energy_ev": -33250.626,
  "homo_ha": -0.3803,
  "e_above_lowest_kcal_mol": 10.8,
  "symbols": ["C", "C", "C", "C", "N", "O", "O", "S", "Cl", "H", "H", "H", "H", "H", "H", "H", "H", "H", "H"],
  "coordinates": [[-0.21557, -1.36801, -0.93678], [-1.45497, 0.71186, 0.25450], [1.81247, 0.75078, 0.35580], [-0.65047, -0.59655, 0.32363], [0.86165, -0.00223, 1.20929], [2.53835, -0.76327, 2.99631], [0.61061, -2.16789, 2.27408], [1.61866, -1.20066, 2.00436], [2.81590, -2.05337, 0.51658], [-0.99148, -1.36010, -1.57533], [0.58952, -0.90997, -1.40933], [0.08919, -2.34833, -0.60793], [-2.47493, 0.64401, 0.48066], [-1.55188, 1.19924, -0.83761], [-1.18394, 1.44231, 1.04821], [2.61584, 1.03968, 0.98008], [2.30046, 0.02153, -0.38169], [1.41439, 1.52536, -0.17116], [-0.87104, -1.25670, 1.17753]],
  "atomic_forces_ev_per_a": [[0.81, 0.39, 4.04], [0.79, 1.21, -2.20], [1.14, -3.96, 0.17], [2.58, 1.21, 1.90], [-0.99, -0.39, -1.85], [-0.12, 0.20, -0.19], [0.16, -0.58, 0.65], [-0.75, 0.07, -0.81], [0.14, -0.50, 0.36], [-2.84, -0.38, -2.33], [1.48, 0.96, -0.82], [-0.07, -0.42, -0.25], [-1.74, -1.17, 0.37], [0.97, -0.91, 2.40], [0.59, -0.37, -0.89], [0.83, 0.80, 0.62], [-0.79, 1.24, 0.67], [-1.52, 2.22, -1.02], [-0.67, 0.40, -0.81]],
  "lowdin_charge": [-0.050, -0.076, -0.158, -0.186, -0.260, -0.306, -0.340, 0.322, 0.389, 0.044, 0.047, 0.071, 0.038, 0.129, 0.088, 0.067, 0.033, 0.050, 0.099]
}



(2)
{
  "formula": "C13H25BO2SbSiTi",
  "method": "ωB97M-V/def2-TZVPD",
  "charge": 1,
  "orbital_gap_ev": 5.4,
  "spin_multiplicity": 1,
  "total_energy_ev": -56177.993,
  "homo_ha": -0.4155,
  "symbols": ["Ti", "O", "B", "O", "C", "C", "C", "C", "C", "C", "H", "H", "H", "H", "C", "Sb", "C", "C", "H", "H", "H", "H", "H", "H", "H", "H", "H", "C", "Si", "C", "C", "C", "H", "H", "H", "H", "H", "H", "H", "H", "H", "H", "H", "H"],
  "coordinates": [[0.24337, 0.22824, -1.50987], [-2.84863, 1.18580, -2.00252], [-1.82051, 0.88816, -1.03104], [-2.34581, 1.08712, 0.30081], [-3.61001, 1.47832, 0.08896], [-4.55945, 1.80103, 1.05709], [-5.83927, 2.19152, 0.62503], [-6.14004, 2.25042, -0.75257], [-5.16313, 1.91944, -1.70818], [-3.90289, 1.53581, -1.25269], [-4.31815, 1.75244, 2.11084], [-6.59758, 2.44810, 1.35320], [-7.12784, 2.55206, -1.07565], [-5.38313, 1.96122, -2.76687], [4.91797, -0.98181, -2.55872], [2.83600, -0.60075, -2.11136], [2.10650, -1.80592, -3.75324], [2.69686, -2.20545, -0.66724], [5.07138, -2.06729, -2.72935], [5.54508, -0.65048, -1.70590], [5.20750, -0.42090, -3.47134], [2.63939, -2.77817, -3.77015], [2.28221, -1.27027, -4.70875], [1.01860, -1.98383, -3.62442], [3.15489, -3.12564, -1.08459], [1.63019, -2.39817, -0.43204], [3.23324, -1.91429, 0.25912], [-0.40709, 0.37989, 3.38662], [1.09577, -0.09526, 2.36354], [2.51523, 1.04907, 2.79211], [1.57066, -1.86412, 2.75610], [0.67616, 0.06240, 0.58416], [-0.18799, 0.29530, 4.45501], [-1.25347, -0.27489, 3.15788], [-0.70580, 1.41169, 3.17918], [2.75913, 0.97870, 3.85650], [2.25623, 2.08925, 2.57098], [3.41066, 0.79012, 2.21977], [1.80160, -1.97370, 3.82007], [2.45124, -2.16734, 2.18312], [0.75249, -2.54937, 2.51389], [0.50410, 1.07541, 0.16623], [-0.05376, -0.64824, 0.14512], [-0.11190, 0.36438, -3.22887]],
  "atomic_forces_ev_per_a": [[-0.61, -0.05, 1.16], [2.61, -0.78, 1.09], [-1.77, 1.01, -0.31], [2.04, -0.71, -1.94], [-1.97, 0.65, 0.89], [-0.54, 0.15, -0.29], [0.78, -0.26, -0.51], [0.93, -0.29, 0.11], [-0.40, 0.12, 0.51], [-2.02, 0.61, -0.01], [0.03, -0.01, -0.03], [0.06, -0.02, -0.02], [0.07, -0.02, -0.01], [0.06, -0.02, 0.02], [0.48, 0.53, -0.04], [1.27, -1.38, -0.65], [-0.18, -0.15, -0.25], [0.03, -0.18, 0.15], [-0.39, 0.66, 0.16], [-0.38, -0.17, -0.57], [-0.16, -0.33, 0.62], [-0.29, 0.59, 0.10], [-0.24, -0.30, 0.60], [0.60, 0.06, -0.27], [-0.29, 0.57, 0.19], [0.66, -0.02, 0.00], [-0.42, -0.15, -0.59], [0.01, -0.01, -0.30], [0.18, -0.06, 2.09], [-0.08, 0.03, -0.46], [-0.05, 0.02, -0.40], [0.40, -0.07, -3.21], [0.04, -0.01, -0.10], [0.02, 0.10, 0.05], [-0.03, -0.09, 0.04], [-0.10, -0.05, -0.12], [0.09, -0.05, 0.06], [0.01, 0.08, 0.08], [-0.07, 0.10, -0.11], [-0.10, -0.07, 0.18], [0.09, -0.03, 0.06], [-0.22, 0.60, 0.78], [-0.55, -0.37, 0.64], [0.39, -0.21, 0.63]],
  "lowdin_charge": [0.802, 0.124, -0.387, 0.117, -0.246, 0.025, -0.059, -0.057, 0.029, -0.246, 0.120, 0.106, 0.106, 0.123, -0.292, 1.249, -0.336, -0.324, 0.032, 0.020, 0.022, 0.027, 0.027, -0.008, 0.033, 0.006, 0.010, -0.168, 0.432, -0.168, -0.169, -0.242, 0.043, 0.038, 0.037, 0.047, 0.038, 0.031, 0.048, 0.009, 0.043, -0.006, -0.007, -0.031]
}



(3)
{
  "formula": "C3H10B3FNO8PS",
  "method": "ωB97M-V/def2-TZVPD",
  "charge": -2,
  "orbital_gap_ev": 4.3,
  "spin_multiplicity": 1,
  "total_energy_ev": -46021.333,
  "homo_ha": 0.0070,
  "symbols": ["C", "C", "C", "F", "B", "O", "B", "O", "B", "P", "N", "O", "O", "H", "H", "H", "H", "H", "H", "H", "H", "H", "H", "O", "S", "O", "O", "O"],
  "coordinates": [[1.91369, -1.10067, 0.04347], [2.12540, -1.17427, -1.47071], [1.37465, -0.13000, -2.29682], [0.94022, -0.77565, -3.50579], [0.10987, 0.47348, -1.56287], [0.22549, 1.52194, -0.70875], [-0.79115, 1.70496, 0.20861], [-1.70640, 0.64616, 0.41544], [-1.77981, -0.27797, -0.57325], [-2.73250, -1.98687, -0.42614], [-4.39434, -1.51248, -0.27394], [-2.40082, -2.31392, 1.15784], [-1.16806, -0.03605, -1.79329], [2.72678, -1.63437, 0.53973], [1.00068, -1.63150, 0.32700], [1.91785, -0.09625, 0.47406], [1.77258, -2.13576, -1.84981], [3.18994, -1.13201, -1.71159], [2.02058, 0.68050, -2.63840], [-1.01775, 2.74103, 0.71794], [-4.50672, -0.73171, 0.37140], [-4.72844, -1.18193, -1.17537], [-2.07863, -3.22095, 1.20416], [1.58562, 1.35528, 2.17984], [1.60447, 2.66909, 2.91616], [0.45632, 3.48595, 2.41646], [2.88615, 3.37327, 2.64017], [1.45432, 2.42070, 4.37446]],
  "atomic_forces_ev_per_a": [[0.32, -0.27, 0.02], [0.13, 0.07, -0.03], [-0.40, -0.13, -0.42], [0.14, 0.17, 0.05], [-0.08, 0.76, -0.38], [-0.02, -0.49, -0.09], [-0.03, 0.74, 0.95], [0.42, -0.35, -0.31], [-0.61, 0.31, 0.07], [-0.01, -0.01, -0.37], [-0.04, 0.40, 0.09], [0.07, -0.31, 0.08], [0.55, -0.98, 0.21], [-0.02, -0.03, 0.04], [-0.17, 0.24, 0.06], [-0.13, 0.12, 0.07], [-0.03, -0.06, 0.02], [0.02, 0.08, 0.02], [0.13, 0.00, 0.16], [0.07, 0.05, -0.11], [0.05, -0.05, 0.01], [-0.09, -0.22, -0.02], [-0.09, 0.14, 0.19], [-0.13, -0.21, -0.27], [-0.13, 0.13, -0.03], [0.05, 0.05, 0.06], [-0.04, -0.10, 0.00], [0.05, -0.03, -0.09]],
  "lowdin_charge": [-0.071, -0.188, -0.165, -0.080, -0.540, 0.298, -0.288, 0.233, -0.680, 0.829, -0.226, -0.323, 0.228, 0.076, 0.081, 0.061, 0.109, 0.102, 0.144, 0.104, 0.030, 0.013, 0.028, -0.476, 0.186, -0.494, -0.497, -0.495]
}



(4)
{
  "formula": "C10H15NO",
  "method": "ωB97M-V/def2-TZVPD",
  "charge": 1,
  "orbital_gap_ev": [8.5, 4.7],
  "spin_multiplicity": 2,
  "total_energy_ev": -14142.689,
  "homo_ha": [-0.4695, -0.4694],
  "e_above_lowest_kcal_mol": 11.4,
  "symbols": ["C", "C", "C", "C", "C", "C", "C", "H", "H", "H", "H", "H", "H", "H", "H", "C", "C", "C", "O", "N", "H", "H", "H", "H", "H", "H", "H"],
  "coordinates": [[-2.44764, 0.16565, -3.72164], [-0.82754, 0.45933, 0.20326], [-0.21533, -0.41180, -0.74640], [-1.93706, 1.25798, -0.17538], [-0.83633, -0.62387, -1.93991], [-2.45984, 1.15560, -1.42146], [-1.89145, 0.22238, -2.36756], [-0.41896, 0.62270, 1.19340], [0.69836, -0.88681, -0.44186], [-2.32534, 1.92944, 0.57546], [-0.38612, -1.37800, -2.56740], [-3.36184, 1.68780, -1.69751], [-1.83326, -0.44054, -4.38560], [-2.52495, 1.14645, -4.20890], [-3.48702, -0.16653, -3.71244], [2.42266, -0.38516, 1.57913], [2.76106, 1.09170, 1.78088], [1.39732, -0.82170, 2.62629], [0.80473, -0.03351, 3.33834], [1.04534, -2.14640, 2.63521], [1.93945, -0.55325, 0.62586], [3.25139, -1.09081, 1.68814], [2.73554, 1.36943, 2.82071], [2.09967, 1.68148, 1.16703], [0.30509, -2.33515, 3.29475], [1.71794, -2.85964, 2.40351], [3.77413, 1.34321, 1.45408]],
  "atomic_forces_ev_per_a": [[0.45, 0.14, -0.81], [0.17, 0.79, -0.62], [-0.85, 0.32, 0.73], [0.16, -0.10, 0.45], [1.03, -0.02, 0.00], [-0.13, -0.43, -0.01], [-0.59, 0.15, 0.47], [0.13, -0.33, 0.12], [-0.12, -0.50, -0.33], [-0.25, 0.08, -0.10], [-0.27, 0.09, -0.52], [0.19, 0.21, -0.12], [-0.27, -0.25, 0.08], [0.12, 0.15, 0.39], [-0.10, -0.33, 0.14], [-0.14, -0.12, 1.36], [1.08, -0.45, -0.61], [-0.45, -0.03, -0.13], [-0.09, 0.15, -0.25], [0.08, 0.41, -0.16], [0.43, -0.11, -0.15], [0.21, 0.29, -0.32], [-0.44, 0.13, 0.28], [-0.36, 0.49, 0.17], [0.26, -0.40, 0.11], [-0.18, -0.05, 0.01], [-0.08, -0.25, -0.21]],
  "lowdin_charge": [-0.002, 0.086, 0.014, -0.002, 0.028, 0.035, -0.152, 0.118, 0.094, 0.132, 0.136, 0.140, 0.100, 0.120, 0.124, -0.161, -0.075, -0.562, 0.046, 0.157, 0.059, 0.123, 0.077, 0.064, 0.112, 0.105, 0.082]
}